No. 1
62
Properties=species:S:1:pos:R:3 method="wB97M-V/def2-TZVPD" lumo_ev="0.664 / -1.981" multiplicity=5 gap_ev="5.8 / 5.5" e_homo_ev="-5.2 / -7.5"
O 2.89845 -1.50608 -1.40874
C 1.74083 -2.06004 -2.14747
C 1.75120 -3.34395 -1.31190
H 1.91375 -2.17853 -3.21852
H 0.90075 -1.38715 -1.98340
C 2.83286 -2.58685 -0.44814
H 2.10381 -4.23921 -1.83735
H 0.76745 -3.46932 -0.83259
C 4.26678 -3.07927 -0.22630
H 4.83349 -3.07673 -1.18363
H 4.27837 -4.06083 0.28067
H 4.74946 -2.33824 0.44519
C 2.19729 -2.16510 0.84565
H 1.17428 -1.81578 0.64114
H 2.77537 -1.35649 1.30546
H 2.19001 -3.01651 1.54153
Ir -1.21260 0.35852 0.89077
C -2.77375 -1.67761 1.93832
C -3.54919 -0.68327 1.32548
C -3.01981 -0.42934 0.00516
H -4.44555 -0.23868 1.75150
C -1.85005 -1.30602 -0.17943
C -1.70100 -2.03290 1.07677
H -0.95201 -2.79129 1.28716
H -2.97688 -2.12840 2.90911
H -3.47519 0.17337 -0.77894
H -1.31458 -1.47763 -1.11150
C -1.17562 1.27230 3.64552
C -0.89681 -0.08282 3.91855
C 0.03329 -0.56544 2.96975
H -1.31225 -0.64965 4.75693
C 0.39982 0.54037 2.05896
C -0.43183 1.69154 2.49924
H -0.29040 2.71358 2.16048
H -1.81292 1.91318 4.25200
H 0.47578 -1.56171 2.94478
H 1.31479 0.63799 1.47708
O 2.25290 0.43368 -2.85278
C 3.60952 -0.03809 -2.98653
C 4.27553 0.48111 -4.24521
H 3.66727 -1.10632 -3.14557
H 4.12650 0.30676 -2.08969
C 3.28010 1.47342 -4.81971
H 4.42259 -0.34951 -4.92959
H 5.24935 0.88141 -3.98025
C 2.23265 1.61710 -3.69478
H 2.81990 1.07728 -5.73563
H 3.78311 2.41393 -5.03450
H 1.23003 1.80859 -4.09983
H 2.56666 2.46677 -3.07868
Se -1.84748 2.39899 -0.06253
C -3.37773 2.71713 1.06309
C -3.29406 3.37680 2.29857
C -4.46132 3.66749 3.00289
C -5.71387 3.33418 2.46898
C -5.79040 2.68758 1.22638
C -4.62989 2.38427 0.52197
H -2.32862 3.72099 2.66357
H -4.39920 4.20719 3.94699
H -6.63096 3.61164 3.00157
H -6.75973 2.46725 0.78247
H -4.69025 1.96435 -0.48052

---

No. 2
65
Properties=species:S:1:pos:R:3 method="wB97M-V/def2-TZVPD" lumo_ev=0.580 gap_ev=8.7 smiles="CC(C)c1ccc(NC(=O)[C@@H]2[C@H]3C(=O)N(CCCN4CCOCC4)C[C@]34C=C[C@H]2O4)cc1" relative_energy_kj_mol=2359.2 e_homo_ev=-8.2
C -8.00964 -1.32100 0.96444
C -7.56482 -0.75373 -0.52400
C -7.89997 -1.42361 -1.72392
C -6.15908 -0.40839 -0.26989
C -5.28262 -1.49765 -0.09700
C -3.85642 -1.10976 -0.34945
C -3.40233 0.20005 -0.34307
N -1.93974 0.43875 -0.18468
C -1.25168 1.48583 -0.34000
O -1.75898 2.59534 -0.07850
C 0.28155 1.02304 -0.15006
C 0.64509 0.37494 1.13578
C 1.24218 -0.90492 0.87870
O 0.47217 -1.86668 0.54833
N 2.27060 -1.12109 1.48740
C 2.81338 -2.29303 2.04240
C 3.51014 -3.00037 0.73055
C 4.83560 -2.41594 0.07510
N 4.48215 -1.34912 -0.55615
C 3.80324 -1.16971 -1.84812
C 3.42718 -0.00372 -2.34203
O 4.74013 0.70089 -2.59740
C 5.37600 1.03671 -1.48900
C 5.66663 -0.44320 -0.91768
C 2.79235 0.19800 1.95784
C 2.13723 1.13036 1.43524
C 1.55939 2.34236 2.16668
C 1.09958 3.02866 1.17176
C 1.10710 2.45657 -0.08386
O 2.45807 1.74455 0.14709
C -4.20971 1.18688 -0.31025
C -5.66564 1.17427 -0.31850
H -7.45380 -2.31710 0.93272
H -7.62856 -0.67580 1.74788
H -9.08617 -1.47356 0.83562
H -8.07811 0.28205 -0.36558
H -7.45328 -2.34480 -1.54531
H -7.57864 -0.80933 -2.58632
H -9.19290 -1.50861 -1.59150
H -5.39728 -2.40392 0.04346
H -3.10907 -1.85917 -0.16184
H -1.51084 -0.50874 -0.14376
H 0.46640 0.54345 -1.16766
H -0.03402 0.57644 2.05163
H 2.06249 -3.07396 2.35624
H 3.66025 -2.35120 2.65916
H 2.67057 -3.16684 0.09815
H 3.80011 -3.94768 0.75372
H 5.54673 -2.32969 1.05398
H 5.09201 -3.06590 -0.38654
H 2.79047 -1.77549 -1.61625
H 4.23849 -1.82625 -2.42070
H 3.06335 -0.07963 -3.60342
H 2.85558 0.63692 -1.52415
H 6.24506 1.41686 -1.65264
H 4.76549 1.70897 -0.72294
H 6.23335 -0.20746 0.18420
H 6.36190 -1.10302 -1.47736
H 3.97310 0.16238 1.72412
H 3.03991 0.11205 3.24121
H 1.65450 2.68109 3.08299
H 0.46197 4.19540 1.05558
H 1.36302 3.00654 -1.10179
H -3.86070 2.06378 -0.42895
H -6.39921 1.90368 -0.48280

---

No. 3
69
Properties=species:S:1:pos:R:3 method="wB97M-V/def2-TZVPD" lumo_ev="-0.112 / -0.064" multiplicity=4 gap_ev="7.6 / 7.6" relative_energy_kj_mol=36.2 e_homo_ev="-7.7 / -7.7"
Nd 0.71097 -0.55012 -1.64234
C 3.02328 3.04804 0.43691
C 2.78916 1.84134 -0.44774
N 1.52505 1.44770 -0.63087
N 0.50927 2.38276 -0.29141
C -0.52887 2.51149 -1.09778
S -0.71964 1.78310 -2.66234
S -1.82585 3.61781 -0.72001
C -1.52687 4.01430 0.99980
C -2.35262 3.27192 2.02644
C -3.47202 3.88243 2.59958
C -4.24811 3.11798 3.46315
C -3.91235 1.81546 3.77626
C -2.68991 1.29754 3.38361
C -1.90959 2.01703 2.49320
C 3.96029 1.19442 -0.99279
C 5.18817 1.85907 -0.94172
C 6.44290 1.30496 -1.35267
C 6.42745 0.02215 -1.87255
C 5.26831 -0.64864 -2.04621
C 4.02413 -0.12617 -1.62003
O 2.96117 -0.89486 -1.81908
H 2.14898 3.15666 1.14516
H 3.01103 3.94884 -0.19232
H 3.99618 2.92861 0.93903
H -1.84543 5.08839 0.99342
H -0.45644 3.85466 1.13860
H -3.74419 4.89073 2.26807
H -5.05922 3.53243 4.00428
H -4.55201 1.21078 4.46281
H -2.33551 0.30350 3.71334
H -0.94688 1.62982 2.14414
H 5.23087 2.88412 -0.65762
H 7.33097 1.84578 -1.19159
H 7.39904 -0.44261 -2.10693
H 5.22793 -1.66980 -2.42966
C 2.68379 -2.37500 1.54034
C 1.20920 -2.23603 1.61778
C 0.53758 -2.64196 2.77822
C -0.85968 -2.62981 2.77247
C -1.52889 -2.30895 1.59689
C -0.80135 -1.87389 0.44006
N 0.57284 -1.67763 0.54283
N -1.33756 -1.51183 -0.75944
Si -3.10112 -1.60592 -1.16111
C -3.15379 -1.07560 -2.99402
C -3.70627 -3.40596 -1.20226
C -4.06384 -0.48609 -0.10420
H 3.27614 -1.65773 2.10783
H 2.98767 -2.28376 0.50311
H 2.99863 -3.34200 1.95019
H 1.05451 -3.08580 3.59789
H -1.38784 -2.93390 3.68156
H -2.61326 -2.43179 1.49891
H -2.62982 -1.82796 -3.55659
H -2.72035 -0.09161 -3.29965
H -4.21485 -1.08219 -3.40420
H -3.34708 -4.08670 -0.40695
H -3.51037 -3.87230 -2.21377
H -4.80736 -3.36845 -0.99909
H -3.92350 0.54523 -0.34521
H -3.81171 -0.52840 0.99516
H -5.15491 -0.74335 -0.17917
N 0.98046 -3.41080 -3.07803
N 1.08348 -2.14326 -3.68629
H 0.04499 -3.53030 -2.65607
H 1.73329 -3.48274 -2.35672
H 0.43916 -2.12213 -4.42319
H 2.02218 -2.06299 -4.06944

---

No. 4
68
Properties=species:S:1:pos:R:3 method="wB97M-V/def2-TZVPD" lumo_ev=0.134 gap_ev=8.5 relative_energy_kj_mol=7.7 e_homo_ev=-8.4
Tl 0.45974 0.40716 -0.38167
N 0.40960 1.38777 2.25765
C 1.37386 0.66420 2.97532
C 1.00200 0.03640 4.16325
C 1.91039 -0.69693 4.90366
C 3.21767 -0.81521 4.46196
C 3.59079 -0.20647 3.27566
C 2.69332 0.53867 2.50894
C 3.20528 1.14375 1.24387
C 4.44280 1.79842 1.27277
C 5.04211 2.26155 0.11384
C 4.42727 2.06506 -1.11318
C 3.19539 1.42759 -1.16827
C 2.59328 0.99947 0.00198
H -0.42951 1.57206 2.78806
H 0.75306 2.22597 1.79915
H -0.02027 0.14346 4.51135
H 1.59775 -1.17013 5.82540
H 3.94007 -1.38302 5.03317
H 4.60340 -0.32476 2.91216
H 4.92785 1.94896 2.22968
H 5.99680 2.76878 0.17046
H 4.89260 2.42118 -2.02343
H 2.70059 1.27657 -2.11959
C 0.29120 -0.65206 -4.73253
C -0.10497 0.15515 -3.49546
C 0.20166 1.64029 -3.70985
O 0.58353 -0.38760 -2.40234
H -0.24327 -0.30162 -5.61820
H 0.06686 -1.70653 -4.56970
H 1.36572 -0.55208 -4.89582
H -1.19778 0.05272 -3.36250
H 1.21598 1.77175 -4.09307
H 0.12334 2.17226 -2.76033
H -0.49917 2.08683 -4.41866
C -0.28077 -2.65414 0.52316
N -1.09612 -1.48473 0.12166
C -2.16283 -1.28816 1.13098
N -2.99179 -2.47974 1.26238
C -2.13997 -3.60929 1.63572
N -1.08932 -3.85708 0.64454
C -1.73352 -4.11526 -0.64935
N -2.57552 -2.99751 -1.06966
C -1.75274 -1.80165 -1.17898
C -3.59654 -2.76610 -0.04492
H 0.19370 -2.44254 1.48517
H 0.49369 -2.81304 -0.23104
H -2.78651 -0.45433 0.81655
H -1.70089 -1.06554 2.09713
H -2.75683 -4.50508 1.72708
H -1.67434 -3.40027 2.60181
H -2.34847 -5.01286 -0.56176
H -0.96165 -4.28604 -1.40230
H -2.38125 -0.95474 -1.45322
H -0.97604 -1.94235 -1.93030
H -4.22427 -3.65494 0.04368
H -4.21253 -1.91669 -0.34297
O -3.59915 0.90121 -0.75048
C -2.85104 1.85517 -0.67142
C -3.30435 3.31303 -0.73597
C -2.01795 4.11389 -0.56497
C -0.94932 3.04103 -0.48273
O 0.25860 3.25034 -0.39057
N -1.48664 1.79639 -0.51544
H -4.04434 3.49186 0.04277
H -3.78838 3.48226 -1.69723
H -1.98775 4.70240 0.35236
H -1.80409 4.78487 -1.39542

---

No. 5
67
Properties=species:S:1:pos:R:3 method="wB97M-V/def2-TZVPD" lumo_ev=0.636 gap_ev=8.3 smiles="CN(C)c1ccc([C@H](c2nnnn2C2CCCCC2)N2CCN(C(=O)c3ccco3)CC2)cc1" relative_energy_kj_mol=286.9 e_homo_ev=-7.6
C -2.71666 5.39893 2.72044
N -2.08605 5.23303 1.43279
C -2.06481 6.36814 0.54307
C -1.89594 3.96818 0.92951
C -2.06546 2.82881 1.72909
C -1.83284 1.56102 1.23867
C -1.43026 1.36265 -0.07635
C -1.09154 0.00290 -0.64099
C -2.02122 -1.08599 -0.23067
N -2.78169 -1.17368 0.83749
N -3.39693 -2.34511 0.77204
N -3.05782 -2.98493 -0.26704
N -2.18935 -2.23217 -0.94310
C -1.53832 -2.68579 -2.14488
C -2.44299 -3.65502 -2.90164
C -1.73891 -4.14199 -4.16461
C -0.41149 -4.80968 -3.81712
C 0.48770 -3.84435 -3.05016
C -0.20980 -3.35715 -1.78514
N 0.27779 -0.45394 -0.34100
C 0.56598 -0.56226 1.07816
C 1.90836 -1.27570 1.26602
N 2.94881 -0.53804 0.59133
C 3.94691 0.19466 1.14419
O 4.61427 0.97263 0.47617
C 4.28238 0.03024 2.57115
C 5.09843 0.86467 3.29434
C 5.20304 0.30447 4.58430
C 4.45595 -0.83358 4.55634
O 3.89559 -1.00892 3.35121
C 2.65326 -0.35084 -0.81366
C 1.30382 0.34525 -0.98692
C -1.27029 2.48586 -0.87909
C -1.49824 3.75798 -0.39807
H -3.70714 4.93050 2.75788
H -2.83113 6.45931 2.93287
H -2.09564 4.96525 3.50769
H -2.20704 7.28009 1.11853
H -1.09698 6.43841 0.04223
H -2.85179 6.31441 -0.21944
H -2.38532 2.92250 2.75326
H -1.99955 0.71061 1.87934
H -1.13877 0.07222 -1.73790
H -1.33840 -1.80433 -2.76677
H -2.67592 -4.49903 -2.25123
H -3.38267 -3.16069 -3.15610
H -2.38391 -4.84651 -4.69164
H -1.55568 -3.29469 -4.83017
H 0.08891 -5.13733 -4.73008
H -0.60123 -5.69239 -3.20305
H 1.42446 -4.33761 -2.78490
H 0.72878 -2.98800 -3.68470
H -0.41348 -4.20317 -1.12459
H 0.41365 -2.63783 -1.24985
H -0.22430 -1.14194 1.55831
H 0.61566 0.42841 1.56001
H 2.12261 -1.37589 2.32565
H 1.85234 -2.27648 0.82150
H 5.55406 1.76070 2.92781
H 5.75862 0.69033 5.41379
H 4.25178 -1.57774 5.30115
H 3.45093 0.25249 -1.24877
H 2.62505 -1.33363 -1.29659
H 1.07415 0.42383 -2.05217
H 1.36151 1.36122 -0.56377
H -0.96834 2.36882 -1.91184
H -1.36688 4.58788 -1.07235

---

No. 6
128
Properties=species:S:1:pos:R:3 method="wB97M-V/def2-TZVPD" lumo_ev=-0.550 gap_ev=7.4 relative_energy_kj_mol=0.7 e_homo_ev=-8.0
C -0.04248 -3.86184 0.65289
O -0.79454 -2.67237 0.79061
C -0.30044 -1.62870 -0.03286
C -0.58283 -1.85504 -1.53160
C -1.77409 -2.78966 -1.78156
Si -3.50773 -2.24813 -1.30671
Cl -4.26870 -0.90176 -2.69714
C -3.68045 -1.41546 0.38615
O -5.05059 -0.90757 0.45057
N -5.11249 0.39491 0.92224
O -5.94263 0.51032 1.73574
P -4.78239 -4.11986 -1.18458
N -5.22887 -4.62083 -2.79879
O -3.73966 -5.28207 -0.55961
H -0.61997 -4.64022 0.14993
H 0.24380 -4.25530 1.62549
H 0.86281 -3.72169 0.06067
H -0.67999 -0.66591 0.29798
H 0.78183 -1.57217 0.10451
H -0.62035 -0.92329 -2.11655
H 0.29215 -2.37171 -1.92979
H -1.62988 -3.76127 -1.33067
H -1.81272 -2.95315 -2.86331
H -3.01720 -0.56258 0.52223
H -3.57699 -2.10036 1.22385
H -5.99978 -4.00745 -3.04160
H -4.44508 -4.44055 -3.41907
H -4.10834 -6.15686 -0.73951
C 7.80471 1.50279 2.39941
Br 9.07068 0.23028 1.69512
Br 6.57847 2.10767 1.04293
Br 6.88632 0.81038 3.94009
H 8.36774 2.36462 2.72544
C -1.47159 -6.18125 -4.60799
Br -1.41657 -8.02392 -5.22952
Br -2.58543 -5.08594 -5.73883
Br -2.02146 -6.04727 -2.75797
H -0.47206 -5.79208 -4.67855
C 0.84399 -1.44356 -5.34420
Br 0.41312 -3.23050 -4.75344
Br -0.16770 -0.94623 -6.90452
Br 0.63825 -0.16308 -3.91273
H 1.88315 -1.43747 -5.63850
C 0.28575 -8.44650 -2.89896
Br 1.03154 -8.31617 -1.12811
Br 1.23430 -7.30656 -4.14826
Br 0.21776 -10.27456 -3.50827
H -0.72579 -8.09188 -2.84108
C -2.25052 1.33129 6.95522
Br -3.79686 1.20709 8.09327
Br -1.25929 2.95725 7.24912
Br -1.11681 -0.21968 7.11470
H -2.60554 1.36042 5.93548
C 1.14484 4.11945 -3.92851
Br -0.75352 3.90668 -3.67241
Br 2.20021 3.86488 -2.33177
Br 1.81664 3.05516 -5.38692
H 1.32083 5.15126 -4.19466
C 2.27935 4.69707 1.64192
Br 2.41898 4.48330 3.55045
Br 3.84468 5.56713 0.90111
Br 1.76879 3.04104 0.78170
H 1.46253 5.37817 1.45625
C -4.92872 4.77154 2.34776
Br -6.75241 5.39520 2.33097
Br -4.76540 3.03968 1.52360
Br -3.73517 6.07211 1.56373
H -4.64117 4.66469 3.38255
C 6.69836 3.55426 -7.68524
Br 6.21501 3.80754 -9.53605
Br 6.15475 5.01290 -6.54923
Br 6.06180 1.86739 -6.99901
H 7.77714 3.51912 -7.65837
C 3.53529 6.39528 -11.74065
Br 3.15255 6.15973 -9.86786
Br 5.22649 7.27861 -12.01505
Br 3.44271 4.72305 -12.69555
H 2.76909 7.03849 -12.14686
C 1.40069 7.69232 6.41758
Br 1.89306 8.40392 4.70053
Br 0.57692 9.01358 7.54921
Br 0.30339 6.11604 6.25190
H 2.31587 7.38869 6.90880
C -2.30935 -3.54721 8.74673
Br -3.54799 -2.82703 10.03485
Br -1.34929 -5.06464 9.44978
Br -3.17930 -3.96289 7.07901
H -1.58126 -2.77622 8.54374
C -4.67875 -8.84043 -2.86355
Br -4.58242 -10.75002 -3.08905
Br -5.60479 -7.99224 -4.32072
Br -5.44136 -8.36504 -1.15071
H -3.66427 -8.46694 -2.87280
C -5.82348 -3.76530 3.87876
Br -7.40084 -3.87315 4.97886
Br -4.83681 -2.14149 4.19992
Br -4.71272 -5.33140 4.07428
H -6.15209 -3.73655 2.85049
C -3.49086 2.32969 -6.15015
Br -4.61327 3.02264 -4.74429
Br -3.16428 0.44367 -5.93951
Br -4.19308 2.74231 -7.89712
H -2.53476 2.82683 -6.06526
C 4.19208 2.86591 7.43984
Br 5.10886 2.54618 9.10157
Br 2.33600 3.31211 7.69439
Br 5.06401 4.19668 6.35523
H 4.21686 1.94378 6.87853
C 5.97780 9.16438 3.85592
Br 5.30686 9.20794 2.04915
Br 5.51203 10.76233 4.82713
Br 5.36968 7.58518 4.76205
H 7.05550 9.12456 3.80446
C 2.73505 8.07964 10.63165
Br 2.76105 7.86009 12.54521
Br 4.31850 8.96984 9.98876
Br 2.45302 6.40353 9.72624
H 1.89388 8.71418 10.39253
C -4.89764 -14.96485 -3.92039
Br -3.25044 -14.43839 -3.06948
Br -6.42477 -14.55268 -2.82093
Br -5.06023 -14.20009 -5.68126
H -4.86785 -16.03763 -4.03848
C 7.42490 5.77325 -1.72266
Br 7.82252 6.68052 -3.37760
Br 6.51775 6.93050 -0.47181
Br 6.48630 4.11773 -1.96091
H 8.37718 5.51796 -1.28171